A cluster of 16 separate species, C21H74O16 in total, computed with the ωB97M-V functional and the def2-TZVPD basis.

The geometry in XYZ format:
```
111
C21H74O16 the ωB97M-V functional and the def2-TZVPD basis
C -1.554 3.514 -1.362
C -0.320 4.375 -1.751
C -0.450 4.971 -3.130
O -0.246 5.412 -0.757
H -2.443 4.144 -1.407
H -1.380 3.257 -0.313
H -1.579 2.629 -1.989
H 0.597 3.787 -1.687
H -1.375 5.540 -3.202
H -0.340 4.247 -3.937
H 0.436 5.599 -3.271
H 0.493 6.014 -0.942
C -0.575 0.927 -3.975
C 0.646 0.890 -4.892
C 0.629 1.877 -6.041
O 1.854 1.173 -4.086
H -0.610 1.840 -3.387
H -0.616 0.091 -3.275
H -1.487 0.837 -4.578
H 0.737 -0.138 -5.241
H 0.812 2.865 -5.637
H -0.325 1.794 -6.556
H 1.451 1.554 -6.671
H 1.932 2.115 -3.874
C -4.494 0.643 -1.048
C -5.995 0.687 -0.903
C -6.638 -0.697 -0.802
O -6.360 1.478 0.222
H -4.041 0.063 -1.848
H -4.097 0.243 -0.106
H -4.121 1.665 -1.101
H -6.342 1.208 -1.792
H -7.727 -0.600 -0.823
H -6.416 -1.234 0.128
H -6.306 -1.308 -1.638
H -5.944 1.015 0.967
C 1.431 -5.175 1.263
C 2.258 -4.381 0.228
C 2.473 -5.106 -1.071
O 1.537 -3.136 -0.116
H 0.617 -5.508 0.624
H 1.052 -4.501 2.027
H 2.115 -5.894 1.697
H 3.209 -3.963 0.552
H 2.929 -6.055 -0.792
H 3.185 -4.550 -1.681
H 1.487 -5.226 -1.507
H 1.355 -2.517 0.621
C 1.403 0.604 -0.491
C 0.507 0.367 0.711
C -0.891 -0.032 0.352
O 1.120 -0.667 1.551
H 1.438 -0.374 -0.966
H 2.422 0.920 -0.283
H 1.027 1.339 -1.204
H 0.501 1.330 1.222
H -1.387 0.703 -0.282
H -1.475 -0.228 1.247
H -0.791 -0.866 -0.358
H 2.014 -0.329 1.790
C -2.062 -4.015 1.558
C -3.205 -3.164 0.978
C -3.411 -3.233 -0.536
O -4.468 -3.595 1.546
H -2.000 -3.829 2.625
H -1.133 -3.663 1.105
H -2.186 -5.057 1.266
H -3.026 -2.108 1.194
H -3.784 -4.193 -0.912
H -2.441 -3.243 -1.030
H -4.119 -2.474 -0.856
H -4.481 -3.256 2.451
C 2.923 0.056 5.010
C 3.192 1.136 3.956
C 4.228 2.112 4.464
O 3.619 0.425 2.757
H 2.349 0.533 5.815
H 3.860 -0.366 5.339
H 2.231 -0.702 4.645
H 2.313 1.730 3.697
H 5.174 1.679 4.791
H 3.870 2.628 5.351
H 4.518 2.806 3.674
H 3.971 1.104 2.152
O -0.628 -0.102 3.730
H 0.017 -0.429 3.074
H -0.659 0.880 3.632
O -0.807 2.657 3.426
H -0.318 3.154 2.739
H -1.506 3.250 3.722
O -0.029 -2.549 -2.361
H 0.499 -2.820 -1.574
H -0.515 -3.334 -2.657
O -3.363 -0.328 4.046
H -3.362 0.592 4.350
H -2.407 -0.464 3.856
O 4.196 -0.831 -1.262
H 4.568 -1.267 -0.475
H 3.285 -1.144 -1.329
O 0.514 4.092 1.475
H 0.121 4.604 0.732
H 1.437 4.352 1.498
O 4.580 2.443 1.190
H 5.475 2.799 1.300
H 4.003 3.184 0.970
O 2.375 -1.493 -3.738
H 2.409 -0.523 -3.748
H 1.527 -1.779 -3.354
O 5.247 -1.775 1.408
H 5.279 -2.588 1.924
H 4.787 -1.120 1.963
```

The LUMO energy comes out at -0.634 eV. For the max |F|, the calculation gives 2.39 eV/A. The HOMO energy comes out at -0.360 Ha.

These are the Mulliken partial charges, in e, on atoms 1 to 99: number 1, C, carries -0.527; number 2, C, carries 0.596; number 3, C, carries -1.314; number 4, O, carries -0.646; number 5, H, carries 0.455; number 6, H, carries 0.070; number 7, H, carries 0.088; number 8, H, carries 0.062; number 9, H, carries 0.302; number 10, H, carries 0.225; number 11, H, carries 0.454; number 12, H, carries 0.363; number 13, C, carries 0.235; number 14, C, carries 0.467; number 15, C, carries -1.527; number 16, O, carries -0.657; number 17, H, carries -0.893; number 18, H, carries -0.115; number 19, H, carries 0.485; number 20, H, carries 0.384; number 21, H, carries 0.303; number 22, H, carries 0.347; number 23, H, carries 0.426; number 24, H, carries 0.300; number 25, C, carries -0.644; number 26, C, carries 0.278; number 27, C, carries -1.201; number 28, O, carries -0.563; number 29, H, carries 0.479; number 30, H, carries -0.008; number 31, H, carries 0.093; number 32, H, carries 0.334; number 33, H, carries 0.348; number 34, H, carries 0.227; number 35, H, carries 0.350; number 36, H, carries 0.367; number 37, C, carries -1.320; number 38, C, carries 0.788; number 39, C, carries -1.359; number 40, O, carries 0.093; number 41, H, carries 0.289; number 42, H, carries 0.266; number 43, H, carries 0.484; number 44, H, carries 0.161; number 45, H, carries 0.421; number 46, H, carries 0.367; number 47, H, carries 0.273; number 48, H, carries -0.208; number 49, C, carries -0.023; number 50, C, carries 1.509; number 51, C, carries 0.064; number 52, O, carries -0.309; number 53, H, carries -0.604; number 54, H, carries 0.555; number 55, H, carries -0.621; number 56, H, carries -0.113; number 57, H, carries -0.380; number 58, H, carries 0.007; number 59, H, carries -0.022; number 60, H, carries 0.006; number 61, C, carries -0.906; number 62, C, carries 1.291; number 63, C, carries -0.822; number 64, O, carries -0.652; number 65, H, carries 0.420; number 66, H, carries -0.108; number 67, H, carries 0.337; number 68, H, carries -0.324; number 69, H, carries 0.482; number 70, H, carries -0.080; number 71, H, carries -0.013; number 72, H, carries 0.387; number 73, C, carries -1.468; number 74, C, carries 1.068; number 75, C, carries -1.504; number 76, O, carries -0.381; number 77, H, carries 0.442; number 78, H, carries 0.353; number 79, H, carries 0.275; number 80, H, carries -0.050; number 81, H, carries 0.344; number 82, H, carries 0.435; number 83, H, carries 0.306; number 84, H, carries 0.231; number 85, O, carries -0.794; number 86, H, carries 0.218; number 87, H, carries 0.430; number 88, O, carries -0.647; number 89, H, carries 0.337; number 90, H, carries 0.278; number 91, O, carries -0.716; number 92, H, carries 0.274; number 93, H, carries 0.275; number 94, O, carries -0.623; number 95, H, carries 0.257; number 96, H, carries 0.487; number 97, O, carries -0.653; number 98, H, carries 0.351; number 99, H, carries 0.268